11
Properties=species:S:1:pos:R:3:forces:R:3 method="wB97M-V/def2-TZVPD" smiles="C#CC(=O)C#CC" homo_energy_ev=-10.120 homo_lumo_gap_ev=10.052 de_lowest_kj_mol=265.9
C -2.144209 -0.027457 -0.982548 -0.2 0.0 -0.1
C -0.856428 0.561879 -0.674447 0.5 0.1 0.3
C 0.174495 0.943867 -0.166991 -0.8 -0.4 -0.1
C 0.969282 0.727561 1.027440 -0.1 0.0 0.3
O 0.596398 1.113328 2.113129 0.5 0.0 -0.3
C 2.114891 -0.153365 0.850072 0.6 -0.4 0.0
C 3.020341 -0.934075 0.705237 -0.4 0.4 0.0
H -2.560636 0.294379 -1.937067 0.0 0.0 0.0
H -2.828576 0.244701 -0.172302 0.0 -0.1 -0.2
H -2.022888 -1.116263 -0.987571 -0.1 0.2 -0.1
H 3.830759 -1.617141 0.581188 -0.1 0.1 0.0

=====

65
Properties=species:S:1:pos:R:3:forces:R:3 method="wB97M-V/def2-TZVPD" homo_energy_ev=-11.718 homo_lumo_gap_ev=7.885 total_charge=+1 de_lowest_kj_mol=157.1
Sr -2.738973 -1.705482 0.209339 5.7 3.3 2.1
O 4.498521 -2.330186 2.277466 -0.1 0.0 0.0
C 4.154905 -2.230247 0.914576 0.1 0.0 -0.2
C 2.666231 -2.175287 0.766943 -0.2 0.0 0.1
C 2.059634 -2.356562 -0.469283 0.1 0.1 0.0
C 0.693262 -2.192302 -0.562755 0.0 0.1 0.0
N -0.091249 -1.893436 0.474918 0.0 -0.2 0.1
C 0.480728 -1.771057 1.685397 0.1 0.0 -0.2
C 1.853787 -1.896372 1.855038 0.1 0.1 0.0
C -0.428390 -1.543826 2.845991 -0.1 0.0 0.2
C 0.048250 -1.551352 4.151399 0.0 0.0 0.1
C -0.841559 -1.477383 5.215486 0.1 0.0 -0.2
C -0.353356 -1.497887 6.633959 -0.1 -0.1 0.2
O 1.048205 -1.357584 6.652637 0.1 0.0 -0.1
C -2.196138 -1.397874 4.923317 0.0 0.0 0.1
C -2.586163 -1.337310 3.599991 0.0 0.1 0.2
N -1.734805 -1.398508 2.575856 0.1 -0.2 0.3
H 5.455262 -2.309489 2.362537 0.0 0.0 0.0
H 4.546195 -3.076505 0.337916 0.0 0.0 0.0
H 4.549456 -1.305690 0.473019 0.0 0.0 0.0
H 2.642171 -2.602377 -1.347918 0.0 0.0 0.0
H 0.195498 -2.310976 -1.520949 0.0 0.0 0.0
H 2.332605 -1.768928 2.812851 -0.1 0.0 0.0
H 1.100023 -1.619114 4.378608 0.0 0.0 -0.1
H -0.659608 -2.447861 7.090745 0.0 0.0 0.0
H -0.848520 -0.693771 7.189839 0.0 0.0 0.0
H 1.355317 -1.337425 7.562424 0.0 0.0 0.0
H -2.940529 -1.369744 5.708127 0.0 0.0 0.0
H -3.638702 -1.234038 3.356977 0.0 0.0 0.0
C -1.561542 3.467395 -4.489516 -0.2 -0.1 0.0
C -2.352963 2.350607 -3.815183 0.3 0.0 0.0
C -1.482091 1.130644 -3.515167 -0.3 0.3 0.0
N -0.431257 1.402381 -2.532598 0.1 -0.2 0.2
C -0.601189 1.321278 -1.220704 -0.2 0.3 -0.1
S -2.132464 1.078472 -0.526350 0.1 0.2 0.0
N 0.463010 1.500351 -0.370217 -0.1 0.0 -0.2
C 1.840622 1.707828 -0.606665 0.0 -0.1 0.1
O 2.631700 1.261748 0.185532 0.0 -0.1 0.0
C 2.248401 2.545594 -1.760553 0.1 0.3 -0.1
C 1.543350 3.709614 -2.075396 0.0 -0.1 0.1
C 2.007397 4.550225 -3.072227 0.0 0.1 -0.1
C 3.168592 4.233275 -3.764123 0.0 0.0 0.0
C 3.881537 3.085931 -3.442595 0.0 0.0 0.0
C 3.430646 2.249630 -2.436120 -0.1 -0.1 0.1
H -2.207435 4.317377 -4.704266 0.0 0.0 0.0
H -1.134249 3.122082 -5.432921 0.0 0.0 0.0
H -0.750056 3.818098 -3.851054 0.0 0.0 0.0
H -3.163154 2.027823 -4.471141 0.0 0.0 0.1
H -2.794524 2.703357 -2.883199 -0.1 0.0 0.0
H -0.985511 0.806226 -4.430348 0.0 -0.1 0.1
H -2.097089 0.322812 -3.121643 0.1 -0.1 -0.1
H 0.469252 1.690653 -2.882902 0.1 0.0 0.0
H 0.242038 1.234128 0.579182 0.1 0.0 0.1
H 0.652228 3.966024 -1.515311 0.0 0.0 0.0
H 1.470918 5.460572 -3.303455 0.0 0.0 0.0
H 3.528667 4.891841 -4.542896 0.0 0.0 0.0
H 4.798546 2.853108 -3.966298 0.0 0.0 0.0
H 3.987314 1.362967 -2.161755 0.0 0.0 0.0
F -3.494396 -3.805316 0.515854 -1.2 -1.1 -0.5
Te -5.081919 -3.125786 -0.489579 -2.6 -2.3 2.1
F -4.867701 -1.763081 0.946248 -1.4 -0.4 -0.4
F -6.697663 -2.346331 -0.926780 0.4 -0.3 -0.3
F -5.176720 -4.717648 -1.425624 -0.1 0.6 0.0
F -6.008783 -4.011535 0.847987 0.2 0.2 -0.4
O -3.965593 -2.213751 -1.492688 -1.2 -0.2 -2.9

=====

11
Properties=species:S:1:pos:R:3:forces:R:3 method="wB97M-V/def2-TZVPD" smiles="Nc1coc(=O)[nH]1" homo_energy_ev=-8.393 homo_lumo_gap_ev=9.056 de_lowest_kj_mol=133.3
N 1.534520 0.406632 1.003883 0.0 0.0 0.0
C 0.443213 -0.073024 0.282223 0.0 -0.2 -0.2
C 0.274843 -1.086773 -0.573538 0.3 0.1 0.0
O -1.020577 -1.057171 -1.084122 0.0 0.2 -0.2
C -1.622393 0.071868 -0.627826 -0.4 0.1 -0.1
O -2.671729 0.494408 -1.028324 0.2 -0.3 0.4
N -0.760692 0.638856 0.313700 -0.1 -0.1 -0.1
H 1.630252 1.409649 0.876352 0.0 -0.1 0.1
H 2.396018 -0.043114 0.717283 -0.1 0.0 0.2
H 0.946046 -1.784871 -1.042721 0.0 0.0 0.2
H -1.149500 1.023540 1.163090 0.1 0.2 -0.2

=====

43
Properties=species:S:1:pos:R:3:forces:R:3 method="wB97M-V/def2-TZVPD" multiplicity=5 s_squared=6.0339 homo_energy_ev="-8.681 / -12.140" homo_lumo_gap_ev="5.065 / 7.378" total_charge=+1
Ru 0.564091 -0.209251 -0.046932 0.0 0.0 0.1
O -2.712834 -0.059136 -2.878789 0.0 0.0 0.0
C -1.868987 -0.002582 -1.836058 -0.1 0.0 0.0
O -0.622315 -0.173686 -2.016981 0.1 0.0 -0.1
C -2.394678 0.241885 -0.555981 0.0 0.0 -0.1
C -3.745544 0.490657 -0.195944 0.0 0.0 0.0
C -4.049348 0.777017 1.102766 0.0 0.0 0.0
C -3.023377 0.821886 2.088326 0.0 0.0 0.0
C -1.742255 0.552756 1.697684 0.1 -0.1 0.0
N -1.429029 0.266487 0.421363 0.1 0.0 0.1
C -0.548375 0.547530 2.633126 0.0 0.2 0.0
O -0.662300 0.771996 3.810663 0.0 -0.1 0.0
O 0.587379 0.290666 2.009697 -0.1 -0.1 0.0
H -2.185654 -0.224231 -3.672596 0.0 0.0 0.0
H -4.505425 0.459629 -0.964099 0.0 0.0 0.0
H -5.073623 0.976229 1.386351 0.0 0.0 0.0
H -3.218965 1.061036 3.122907 0.0 0.0 0.0
N 4.832389 -0.387070 -0.258307 0.0 0.0 -0.1
C 3.719519 -1.099955 -0.133696 0.0 0.0 0.1
N 2.685318 -0.287587 -0.271033 0.0 0.0 -0.1
C 3.259298 0.941097 -0.490413 0.0 0.0 0.0
N 4.562578 0.912164 -0.495063 0.0 0.0 0.1
C 2.405566 2.114733 -0.676841 0.0 0.0 0.0
C 2.870572 3.391313 -0.942799 0.0 0.0 0.0
N 2.030034 4.408327 -1.098150 0.0 0.0 0.0
C 0.733409 4.153386 -0.988016 0.0 0.0 0.0
C 0.249664 2.877811 -0.718516 0.0 0.0 0.0
N 1.094777 1.866784 -0.564897 0.0 0.0 0.0
H 5.789554 -0.699462 -0.200198 0.0 0.0 0.0
H 3.690108 -2.159616 0.054607 0.0 0.0 0.0
H 3.931569 3.587627 -1.030421 0.0 0.0 0.0
H 0.051164 4.984589 -1.110627 0.0 0.0 0.0
H -0.806280 2.662957 -0.621556 0.0 0.0 0.0
C -0.697953 -4.191929 -0.778163 0.0 0.0 0.0
O -0.149017 -2.842762 -0.840465 0.0 0.0 0.1
C 0.055729 -2.129794 0.205796 0.0 -0.1 0.0
C -0.218873 -2.699695 1.548100 0.0 0.0 0.0
H 0.029578 -4.866451 -0.334574 0.0 0.0 0.0
H -0.885270 -4.459954 -1.810881 0.0 0.0 0.0
H -1.623799 -4.183525 -0.208843 0.0 0.0 0.0
H 0.018246 -3.761524 1.614803 0.0 0.0 0.0
H -1.296925 -2.583875 1.725287 0.0 0.0 0.0
H 0.300300 -2.136485 2.319353 0.0 0.0 0.0

=====

10
Properties=species:S:1:pos:R:3:forces:R:3 method="wB97M-V/def2-TZVPD" homo_energy_ev="-9.728 / -10.121" homo_lumo_gap_ev="8.224 / 9.205" de_lowest_kj_mol=580.0
C -1.890129 -1.273486 -0.094460 1.0 4.3 1.6
C -0.194305 0.403091 0.392085 1.9 -0.1 1.2
N -2.753061 -0.525061 0.800772 -0.2 -0.6 0.1
N -1.192846 1.198846 1.024919 1.1 2.2 -0.1
N -0.749428 -0.559505 -0.458944 -2.3 -0.7 -0.7
O -2.180537 -2.315673 -0.542431 -0.9 -2.2 -0.7
O -2.326065 0.712014 1.195572 -1.0 -2.0 -0.7
H 0.603063 1.111320 -0.081716 -1.6 -1.4 0.8
H 0.242663 -0.154060 1.277402 0.4 0.8 -0.4
H -0.294297 -1.083646 -1.144924 1.5 -0.3 -1.1

=====

29
Properties=species:S:1:pos:R:3:forces:R:3 method="wB97M-V/def2-TZVPD" homo_energy_ev="-8.786 / -8.785" homo_lumo_gap_ev="9.101 / 9.100" de_lowest_kj_mol=305.3
B -1.397557 2.490172 1.354143 -0.5 0.0 -1.4
C -0.034633 2.402355 -1.938244 1.2 0.5 -0.3
C 0.562472 2.548399 -0.777306 -3.0 -2.2 1.1
C -1.242861 1.532817 -1.923508 -2.1 2.2 -2.0
C -0.037941 0.187870 0.774143 0.1 -0.1 0.9
C -0.921124 1.333689 0.323056 2.0 2.7 -0.8
C 0.235249 -2.850574 1.150145 -0.2 -0.8 -2.8
C 0.236125 -2.703536 -1.375682 -0.9 3.1 0.2
C 2.147692 -1.690530 -0.003130 -2.2 1.1 2.0
C 0.634974 -1.989613 -0.044809 0.5 -1.8 -0.7
N -1.693627 1.193058 -0.806194 -0.4 -1.8 0.6
O 0.632280 0.198669 1.792904 -0.7 -0.1 -1.3
O -2.445934 3.343981 0.931441 2.3 -3.0 -1.9
O -0.760432 2.593038 2.543442 0.1 0.0 0.1
O -0.148138 -0.832357 -0.094670 -0.6 2.1 0.2
H 0.309333 2.946018 -2.846006 -0.4 -0.7 0.5
H 1.364217 3.051792 -0.332921 1.0 0.6 0.3
H -1.979452 1.565730 -2.825033 1.6 -0.6 1.4
H 0.834475 -3.732602 1.046745 0.4 -0.6 0.5
H 0.447772 -2.296403 1.967167 0.7 1.3 3.1
H -0.800505 -3.149343 1.148148 -0.4 0.1 -0.2
H -0.197873 -3.625074 -1.201739 -1.1 -1.9 0.5
H 1.062416 -2.867801 -2.007426 1.1 0.0 -0.9
H -0.532870 -2.017112 -1.880178 1.2 -1.2 0.5
H 2.418387 -1.093200 -0.821580 0.8 0.4 -1.3
H 2.368578 -1.140471 0.912821 -0.2 0.4 -0.1
H 2.651182 -2.576634 0.196941 1.2 -1.8 -0.7
H -2.717323 3.837363 1.642267 -1.2 2.2 2.5
H -0.994880 3.340297 3.095062 -0.1 0.1 0.1

=====

In eV/Å, the F_max values for the records above are, in order, 0.854 6.918 0.536 0.245 4.735 4.235.